Entry 1:
Density functional theory data (ωB97M-V/def2-TZVPD) for C47H55CsN2O2Si3 as an isolated structure.

Structure (XYZ):
```
110
Properties=species:S:1:pos:R:3:forces:R:3
Cs -0.523 -1.239 -0.346 1.375 -0.553 2.234
O -2.543 -0.499 0.805 -1.826 0.794 0.592
C -3.731 0.063 0.510 0.015 -0.164 -0.117
C -4.388 -0.647 -0.749 0.037 0.026 0.350
C -3.629 -0.460 -2.024 -0.118 0.253 -0.283
C -3.925 0.627 -2.850 -0.036 -0.035 0.108
C -3.250 0.769 -4.045 -0.014 0.083 -0.120
C -2.279 -0.150 -4.377 0.042 -0.108 -0.003
C -1.998 -1.194 -3.493 -0.260 0.409 -0.209
C -0.901 -2.144 -3.828 0.330 -0.187 -0.186
C 0.620 -1.762 -3.467 -0.014 -0.048 -0.095
O 0.901 -2.062 -2.186 0.775 -0.492 -1.653
C 0.910 -0.256 -3.696 0.005 0.096 -0.095
C 0.245 0.693 -2.915 -0.020 0.180 -0.042
C 0.522 2.045 -3.019 -0.115 -0.018 0.114
C 1.506 2.500 -3.882 0.099 0.052 -0.075
C 2.203 1.577 -4.639 0.016 0.094 -0.025
C 1.900 0.225 -4.551 0.005 -0.217 -0.027
C 1.466 -2.598 -4.462 -0.077 -0.015 0.040
C 2.451 -3.412 -3.928 0.039 -0.022 0.024
C 3.257 -4.190 -4.746 0.003 -0.013 -0.048
C 3.085 -4.166 -6.122 0.037 -0.037 -0.042
C 2.101 -3.353 -6.669 0.009 -0.020 -0.093
C 1.301 -2.578 -5.845 0.026 -0.007 0.006
N -2.695 -1.354 -2.363 -0.079 -0.129 -0.019
C -4.682 -0.047 1.719 0.023 -0.054 -0.037
C -4.280 0.587 2.895 0.010 -0.002 0.034
C -5.029 0.497 4.052 -0.004 0.011 0.009
C -6.206 -0.246 4.069 -0.040 -0.017 0.020
C -6.607 -0.894 2.915 -0.104 -0.037 0.072
C -5.851 -0.792 1.751 -0.052 0.027 -0.020
C -3.605 1.564 0.158 -0.120 -0.251 0.124
C -4.729 2.362 -0.031 -0.009 0.109 -0.014
C -4.602 3.688 -0.412 -0.060 0.021 -0.020
C -3.341 4.238 -0.600 -0.003 0.099 -0.039
C -2.218 3.456 -0.382 0.014 0.123 0.011
C -2.351 2.129 0.002 0.011 0.116 -0.138
H -5.409 -0.289 -0.896 -0.065 0.019 -0.055
H -4.412 -1.710 -0.511 -0.009 -0.063 0.028
H -4.673 1.346 -2.549 -0.038 0.003 0.038
H -3.473 1.598 -4.706 0.002 0.015 0.006
H -1.713 -0.054 -5.294 0.058 -0.020 -0.018
H -0.978 -2.354 -4.897 -0.013 0.016 -0.007
H -1.052 -3.078 -3.295 -0.018 -0.155 0.091
H -0.509 0.392 -2.198 0.072 0.245 -0.448
H -0.032 2.750 -2.413 -0.027 0.001 0.066
H 1.736 3.556 -3.946 0.004 0.036 0.000
H 2.996 1.900 -5.302 0.030 0.025 -0.022
H 2.476 -0.469 -5.148 -0.004 -0.003 -0.002
H 2.549 -3.397 -2.852 0.007 0.000 0.112
H 4.024 -4.816 -4.308 0.053 -0.047 0.025
H 3.711 -4.772 -6.764 0.023 -0.025 -0.028
H 1.960 -3.320 -7.744 0.004 0.000 -0.012
H 0.555 -1.931 -6.291 -0.044 0.029 -0.015
H -3.351 1.139 2.888 0.098 0.065 -0.009
H -4.695 1.001 4.949 0.036 0.030 0.058
H -6.796 -0.320 4.974 -0.007 -0.006 0.022
H -7.517 -1.484 2.915 -0.002 -0.010 -0.007
H -6.189 -1.312 0.867 -0.029 -0.044 -0.063
H -5.715 1.938 0.128 -0.031 -0.020 -0.002
H -5.488 4.295 -0.562 -0.022 0.027 0.000
H -3.237 5.275 -0.901 0.010 -0.016 0.011
H -1.228 3.878 -0.492 0.060 0.052 -0.008
H -1.472 1.532 0.193 -0.012 -0.153 0.067
C 3.211 0.415 -0.595 0.064 -0.204 0.348
Si 3.574 0.452 1.268 0.046 0.086 0.025
C 4.446 -1.217 1.555 -0.136 0.183 -0.064
C 5.004 1.726 1.438 -0.212 -0.196 -0.043
C 2.185 0.766 2.402 -0.127 0.245 0.209
Si 1.432 2.432 2.453 0.090 -0.154 0.093
C 2.270 3.665 3.665 -0.099 -0.232 -0.181
C 1.492 3.372 0.798 0.078 -0.243 0.077
C -0.401 2.522 2.976 0.333 0.000 -0.113
Si 1.981 -0.331 3.822 -0.001 0.321 -0.180
C 0.359 -0.205 4.801 0.246 -0.119 -0.146
C 3.314 -0.206 5.195 -0.100 -0.017 -0.226
C 1.988 -2.194 3.381 0.147 0.012 0.087
C 2.824 -3.130 3.995 -0.014 0.030 0.102
C 2.739 -4.468 3.661 0.111 -0.114 0.118
C 1.807 -4.858 2.718 -0.061 -0.143 -0.106
C 1.008 -3.875 2.154 0.102 -0.128 -0.076
N 1.094 -2.590 2.463 -0.234 0.083 -0.137
H 4.150 0.325 -1.146 0.116 -0.038 -0.055
H 2.717 1.309 -0.953 -0.207 0.334 -0.101
H 2.589 -0.440 -0.873 -0.034 -0.026 -0.024
H 5.306 -1.295 0.889 0.091 0.037 -0.104
H 3.778 -2.047 1.331 -0.063 -0.106 -0.025
H 4.804 -1.337 2.575 0.056 -0.035 0.201
H 5.856 1.463 0.809 0.083 -0.043 -0.123
H 5.348 1.770 2.470 0.029 0.005 0.196
H 4.676 2.726 1.158 -0.054 0.151 -0.031
H 3.331 3.759 3.448 0.208 -0.011 -0.066
H 2.178 3.300 4.687 -0.012 -0.083 0.210
H 1.826 4.660 3.625 -0.129 0.148 -0.036
H 2.516 3.537 0.466 0.137 -0.016 -0.072
H 1.013 4.348 0.884 -0.094 0.089 0.088
H 0.984 2.807 0.018 -0.059 -0.068 -0.140
H -0.498 2.472 4.055 -0.025 -0.055 0.309
H -0.979 1.708 2.554 -0.150 -0.257 -0.130
H -0.860 3.458 2.654 0.023 0.137 -0.092
H 0.290 0.724 5.355 -0.029 0.314 0.133
H 0.294 -1.023 5.520 0.066 -0.111 0.071
H -0.494 -0.279 4.139 -0.233 0.013 -0.190
H 3.336 0.824 5.544 0.003 0.190 0.059
H 4.308 -0.434 4.809 0.129 -0.018 -0.050
H 3.122 -0.848 6.056 -0.060 -0.102 0.093
H 3.540 -2.797 4.734 0.043 0.007 0.003
H 3.390 -5.202 4.130 -0.025 0.054 -0.032
H 1.705 -5.894 2.415 -0.019 0.046 -0.002
H 0.275 -4.138 1.399 -0.079 -0.032 -0.045
```
Forces are in eV/Å.

Computed properties:
E_HOMO = -1.535 eV
energy above the lowest of the compared OMol25 structures with the same formula, charge and spin = 0.000 eV
total charge = -2

Löwdin atomic charge list, values in e, 99 entries: Cs 1.39; O -0.55; C -0.57; C -0.07; C -0.27; C -0.02; C -0.06; C -0.04; C -0.31; C -0.05; C -0.56; O -0.54; C -0.11; C -0.09; C -0.08; C -0.11; C -0.10; C -0.03; C -0.16; C -0.01; C -0.09; C -0.13; C -0.11; C -0.07; N 0.09; C -0.13; C -0.01; C -0.09; C -0.13; C -0.11; C -0.05; C -0.16; C -0.05; C -0.10; C -0.11; C -0.08; C -0.03; H 0.11; H 0.12; H 0.10; H 0.10; H 0.11; H 0.10; H 0.12; H 0.01; H 0.09; H 0.09; H 0.09; H 0.10; H 0.11; H 0.09; H 0.08; H 0.09; H 0.11; H 0.11; H 0.09; H 0.08; H 0.09; H 0.09; H 0.12; H 0.09; H 0.09; H 0.09; H 0.08; C -0.17; Si 0.36; C -0.18; C -0.20; C -0.45; Si 0.37; C -0.20; C -0.19; C -0.19; Si 0.42; C -0.18; C -0.20; C -0.31; C -0.09; C -0.10; C -0.09; C -0.16; N 0.06; H 0.03; H 0.00; H 0.01; H 0.02; H 0.02; H 0.01; H 0.01; H 0.01; H 0.00; H 0.01; H 0.00; H 0.01; H 0.01; H 0.02; H 0.00; H 0.01; H 0.00

Entry 2:
Density functional theory data (ωB97M-V/def2-TZVPD) for C27H35BrN4P2Re as an isolated structure.

Structure (XYZ):
```
70
Properties=species:S:1:pos:R:3:forces:R:3
Re 0.024 1.056 -3.330 0.902 -2.150 1.078
C -1.783 1.567 -6.344 -0.971 -0.677 -0.774
C -1.502 0.251 -6.282 -0.529 0.139 -1.054
C -0.374 -0.391 -7.028 0.455 0.049 0.071
C 0.957 0.364 -6.878 0.277 -0.907 -0.396
C 1.316 0.902 -5.521 -0.213 1.166 1.318
C 0.848 2.140 -4.933 1.350 0.711 -1.813
C 0.109 3.215 -5.752 0.356 -0.108 0.231
C -0.963 2.742 -6.745 -0.223 0.606 -0.457
C 0.235 0.613 -1.269 0.066 0.697 1.383
H -2.850 1.835 -6.360 0.263 -0.340 0.789
H -2.290 -0.438 -5.952 0.091 0.420 -0.381
H -0.603 -0.386 -8.114 -0.158 -0.111 0.599
H -0.267 -1.451 -6.750 0.031 0.384 -0.060
H 1.744 -0.365 -7.138 -0.170 0.325 -0.054
H 1.020 1.141 -7.660 0.020 -0.062 0.583
H 2.349 0.632 -5.249 -0.864 0.194 -0.033
H 1.636 2.645 -4.334 -0.178 -0.155 -0.034
H 0.869 3.740 -6.352 -0.150 0.043 0.363
H -0.321 3.923 -5.027 0.197 -0.164 -0.426
H -1.700 3.564 -6.806 0.562 -0.168 -0.305
H -0.539 2.623 -7.764 -0.229 -0.026 0.555
H -0.724 0.977 -0.871 0.483 0.163 0.231
H 1.055 1.240 -0.886 -0.415 -0.068 0.335
H 0.383 -0.412 -0.892 -0.063 0.381 -0.195
P 1.544 -0.719 -3.170 0.450 -0.666 1.493
P -1.551 -0.604 -3.276 -1.909 -0.314 1.141
N 3.339 0.198 -3.387 0.142 -0.663 -0.778
N 2.376 -1.692 -1.819 -1.142 1.562 -0.807
N -3.277 0.297 -3.806 1.170 0.052 -0.528
N -2.539 -1.461 -2.025 0.983 0.806 -0.545
C 0.739 -2.127 -4.115 0.915 -0.547 -0.577
C -0.817 -2.146 -4.052 -0.739 0.012 -0.360
C 3.542 1.430 -2.776 -0.645 -1.148 -0.574
C 4.642 2.066 -3.361 1.437 -0.918 -1.816
C 5.188 1.150 -4.308 -0.246 2.388 1.280
C 4.385 0.003 -4.282 -1.888 -0.221 1.322
C 3.237 -1.090 -0.892 0.705 -0.653 0.142
C 4.111 -2.046 -0.386 -1.026 0.817 -0.683
C 3.752 -3.298 -0.973 -1.000 0.623 -0.782
C 2.684 -3.053 -1.830 0.901 -0.468 0.189
C -3.106 1.629 -4.098 0.959 -0.506 0.827
C -4.329 2.286 -4.218 -2.215 -0.901 0.110
C -5.317 1.282 -4.058 0.853 1.726 -0.355
C -4.645 0.071 -3.794 0.900 -0.396 -0.207
C -3.484 -2.416 -2.391 -0.011 -0.575 0.629
C -4.126 -2.879 -1.252 0.700 0.851 -0.771
C -3.625 -2.117 -0.153 0.925 0.647 -0.696
C -2.641 -1.260 -0.653 -0.772 -0.526 0.314
H 1.107 -3.100 -3.768 -0.148 0.353 -0.228
H 1.100 -2.007 -5.149 -0.257 -0.095 0.264
H -1.259 -2.231 -5.056 0.373 -0.185 0.194
H -1.167 -3.020 -3.471 0.230 0.515 -0.208
H 2.929 1.772 -1.946 -0.029 -0.022 -0.345
H 4.952 3.085 -3.170 0.167 -0.243 0.134
H 6.024 1.325 -4.968 0.070 -0.083 0.138
H 4.487 -0.926 -4.825 -0.034 0.077 -0.030
H 3.170 -0.031 -0.686 0.029 -0.267 0.115
H 4.926 -1.851 0.299 -0.244 -0.061 0.039
H 4.225 -4.255 -0.796 -0.204 0.117 -0.022
H 2.126 -3.739 -2.446 0.211 -0.070 0.206
H -2.119 2.100 -4.076 -0.831 -0.261 0.122
H -4.448 3.356 -4.370 -0.085 -0.389 -0.038
H -6.387 1.410 -4.153 0.118 -0.096 0.172
H -5.069 -0.922 -3.662 0.195 0.373 0.124
H -3.617 -2.680 -3.429 0.081 -0.235 0.030
H -4.844 -3.685 -1.232 -0.091 0.181 0.037
H -3.961 -2.179 0.874 0.230 -0.018 -0.134
H -2.000 -0.536 -0.172 -0.212 -0.170 0.099
Br -0.723 3.410 -2.454 0.091 -0.746 -0.195
```
Forces are in eV/Å.

Computed properties:
E_HOMO (alpha / beta) = -13.525 / -13.524 eV
energy above the lowest of the compared OMol25 structures with the same formula, charge and spin = 2.738 eV
total charge = +2
spin multiplicity = 4

natural (NBO) charges in e: Re 0.10; C -0.15; C -0.19; C -0.44; C -0.48; C -0.13; C -0.48; C -0.42; C -0.47; C -0.90; H 0.23; H 0.21; H 0.26; H 0.20; H 0.23; H 0.25; H 0.22; H 0.25; H 0.24; H 0.25; H 0.24; H 0.24; H 0.25; H 0.21; H 0.22; P 1.58; P 1.54; N -0.64; N -0.68; N -0.66; N -0.69; C -0.77; C -0.78; C 0.17; C -0.23; C -0.20; C 0.17; C -0.09; C -0.22; C -0.26; C -0.07; C 0.16; C -0.24; C -0.22; C 0.17; C -0.12; C -0.24; C -0.26; C -0.06; H 0.27; H 0.26; H 0.27; H 0.29; H 0.25; H 0.28; H 0.27; H 0.25; H 0.21; H 0.25; H 0.26; H 0.21; H 0.26; H 0.27; H 0.27; H 0.26; H 0.21; H 0.25; H 0.25; H 0.23; Br -0.40

Entry 3:
Density functional theory data (ωB97M-V/def2-TZVPD) for an isolated ion of composition C5H10N and charge +1.

Structure (XYZ):
```
16
Properties=species:S:1:pos:R:3:forces:R:3
C 0.023 2.214 0.172 -0.191 -0.130 0.410
N -0.281 1.106 -0.286 0.457 -0.491 0.072
C -1.037 -0.084 -0.333 0.628 -2.867 0.402
C -1.288 -1.049 0.792 -1.491 3.937 0.987
C 0.278 0.020 -0.973 1.274 -0.802 -2.059
C 1.601 -0.533 -0.484 -2.402 2.447 1.207
H -0.694 2.543 0.865 -0.398 1.567 0.916
H 0.968 2.596 -0.138 0.427 0.875 0.127
H -1.760 -0.048 -1.052 -2.312 0.423 -1.563
H -0.438 -1.203 1.368 1.595 -0.496 1.006
H -1.778 -1.940 0.563 -0.639 -1.265 -0.942
H -1.978 -0.429 1.406 0.120 -0.936 0.288
H 0.327 0.174 -2.027 -0.564 0.047 -0.841
H 1.416 -0.329 0.612 1.482 -1.182 -0.746
H 2.186 0.301 -0.907 1.183 -1.293 0.356
H 1.652 -1.549 -0.869 0.832 0.166 0.381
```
Forces are in eV/Å.

Computed properties:
E_HOMO = -16.132 eV
energy above the lowest of the compared OMol25 structures with the same formula, charge and spin = 2.709 eV
SMILES string = C=[N+]1[C@H](C)[C@@H]1C
total charge = +1

natural (NBO) charges in e: C 0.12; N -0.21; C -0.03; C -0.62; C -0.04; C -0.60; H 0.23; H 0.23; H 0.25; H 0.23; H 0.26; H 0.23; H 0.23; H 0.21; H 0.23; H 0.27

Entry 4:
Density functional theory data (ωB97M-V/def2-TZVPD) for C22H29CoN5O6S as an isolated structure.

Structure (XYZ):
```
64
Properties=species:S:1:pos:R:3:forces:R:3
Co -3.729 -6.305 -16.033 -0.724 -0.693 -0.562
N -4.582 -13.357 -13.718 -0.211 -0.357 2.730
C -4.067 -12.151 -14.112 0.068 1.537 -3.168
S -4.250 -10.740 -13.246 -0.041 0.244 1.432
N -3.656 -12.125 -15.408 0.851 -3.255 2.208
N -3.749 -10.991 -16.009 -1.243 2.715 -2.788
C -3.313 -10.797 -17.213 0.835 0.305 0.531
C -3.960 -9.812 -18.169 -0.765 0.565 0.904
C -4.660 -10.389 -19.220 1.001 -1.140 0.626
C -5.539 -9.708 -19.999 -0.250 0.563 -0.590
C -5.655 -8.351 -19.796 -1.009 0.430 -0.189
C -5.069 -7.685 -18.745 0.860 1.136 0.784
C -4.161 -8.397 -17.909 0.642 -1.549 -0.553
O -3.379 -7.867 -17.012 -0.053 0.161 -0.142
H -4.480 -13.527 -12.712 -0.271 0.454 -0.545
H -4.303 -14.172 -14.186 0.600 -0.834 -1.376
H -2.467 -11.384 -17.633 -0.618 -0.370 0.066
H -4.476 -11.437 -19.437 -0.175 -0.199 0.289
H -6.199 -10.195 -20.696 0.188 -0.183 -0.462
H -6.277 -7.840 -20.512 -0.385 0.525 0.065
H -5.239 -6.580 -18.537 0.323 -1.515 -0.389
O -4.779 -5.500 -12.204 -0.490 -0.228 -2.004
C -4.990 -5.773 -13.408 2.566 -1.016 -0.468
O -4.101 -6.301 -14.239 -0.826 0.891 3.739
C -6.327 -5.711 -14.051 -1.759 1.149 -0.051
C -6.846 -7.149 -14.428 -0.652 1.683 -0.034
C -8.414 -7.065 -14.339 0.752 0.996 0.729
C -8.752 -6.361 -15.704 -0.517 -0.381 1.230
C -7.377 -6.036 -16.233 1.851 0.192 0.368
O -6.561 -7.185 -15.819 -1.047 -0.266 -1.048
C -6.637 -4.918 -15.438 -2.173 1.281 1.259
C -5.576 -4.117 -16.171 3.356 -2.631 -1.595
O -5.424 -2.912 -16.237 -1.435 0.637 0.691
O -4.700 -4.909 -16.796 -2.080 1.828 -0.215
H -6.972 -5.238 -13.300 -0.062 -0.249 -0.119
H -6.373 -7.962 -13.883 0.079 -0.047 -0.240
H -8.710 -6.524 -13.405 0.263 0.059 -0.906
H -8.833 -8.029 -14.163 -0.461 -0.960 -0.592
H -9.435 -5.486 -15.650 0.501 -0.418 0.161
H -9.213 -7.097 -16.360 -0.021 0.013 -0.163
H -7.429 -5.819 -17.304 0.673 -0.567 0.052
H -7.406 -4.118 -15.252 0.455 -0.651 0.438
C 2.147 -5.590 -14.699 -0.567 0.693 -0.276
C 1.171 -6.776 -14.800 -1.257 -0.249 1.259
N -0.066 -6.661 -15.575 1.973 -0.013 -0.806
C 0.098 -7.264 -16.930 0.081 -0.312 2.071
C 0.946 -6.437 -17.874 -0.971 -0.004 -1.191
C -1.056 -5.816 -15.241 -1.585 0.401 -2.879
C -1.247 -5.330 -13.874 0.939 1.148 0.965
N -1.964 -5.433 -16.149 2.635 0.047 1.306
H 3.104 -6.005 -14.966 0.653 0.217 0.020
H 2.208 -5.168 -13.693 -0.048 -0.069 -0.050
H 1.942 -4.741 -15.395 -0.079 -0.765 0.420
H 0.785 -7.138 -13.813 1.033 0.329 -0.396
H 1.750 -7.562 -15.267 -0.234 -0.413 0.160
H -0.894 -7.399 -17.285 -0.795 -0.546 -0.510
H 0.558 -8.267 -16.684 -0.652 0.947 -0.761
H 0.498 -6.526 -18.892 0.310 0.266 0.590
H 1.924 -6.848 -17.970 1.013 -0.073 0.102
H 0.989 -5.379 -17.604 -0.032 -0.160 -0.019
H -0.313 -4.944 -13.397 -0.445 -0.600 -0.362
H -1.693 -6.108 -13.282 -0.279 -0.286 0.491
H -1.909 -4.467 -13.915 -0.248 -0.313 0.025
H -1.652 -5.693 -17.074 -0.044 -0.101 -0.259
```
Forces are in eV/Å.

Computed properties:
E_HOMO (alpha / beta) = -0.542 / -0.550 eV
energy above the lowest of the compared OMol25 structures with the same formula, charge and spin = 1.365 eV
total charge = -2
spin multiplicity = 4

natural (NBO) charges in e: Co 1.51; N -0.82; C 0.21; S -0.42; N -0.50; N -0.21; C -0.04; C -0.16; C -0.19; C -0.33; C -0.20; C -0.36; C 0.47; O -0.89; H 0.36; H 0.36; H 0.11; H 0.18; H 0.18; H 0.18; H 0.23; O -0.69; C 0.80; O -0.88; C -0.33; C 0.09; C -0.43; C -0.42; C 0.08; O -0.51; C -0.32; C 0.78; O -0.67; O -0.89; H 0.21; H 0.25; H 0.19; H 0.21; H 0.20; H 0.21; H 0.21; H 0.20; C -0.64; C -0.22; N -0.41; C -0.23; C -0.65; C 0.52; C -0.69; N -0.84; H 0.20; H 0.21; H 0.22; H 0.22; H 0.20; H 0.25; H 0.20; H 0.22; H 0.20; H 0.22; H 0.20; H 0.28; H 0.26; H 0.34

Q: Which formula does entry 2 have?
A: C27H35BrN4P2Re